13
Properties=species:S:1:pos:R:3 method="wB97M-V/def2-TZVPD" charge=-1 gap_ev=8.860 e_homo_ev=-5.04 energy_ev=-78365.281 lumo_energy_ha=0.140 de_lowest_ev=0.696 fmax_ev_per_a=2.3
Br 1.044 0.147 0.880
O 1.454 -2.947 0.140
H 1.777 -2.032 0.103
H 2.211 -3.544 -0.096
O -0.876 -1.502 -1.245
H -0.627 -0.818 -0.654
H -1.641 -1.270 -1.752
O -0.632 1.502 -1.513
H -1.492 1.143 -1.249
H -0.021 1.266 -0.747
O -0.293 3.029 1.936
H -1.065 2.800 2.476
H 0.158 2.226 1.720